128
Properties=species:S:1:pos:R:3:forces:R:3 method="wB97M-V/def2-TZVPD" e_lumo_ev="-0.15 / -2.73" homo_ha="-0.2235 / -0.2221" spin_multiplicity=2 max_force_ev_per_a=2.6 total_energy_ha=-7020.7195 orbital_gap_ev="5.936 / 3.319"
Ir 0.42930 0.81705 0.65468 -0.236 -0.847 -0.507
C 0.67666 -4.08290 3.14808 -0.073 -0.052 -0.074
C 0.77518 -4.36628 1.67983 -0.280 0.586 -0.528
C 1.47367 -5.46926 1.23382 0.134 -0.089 -0.482
C 1.66656 -5.70735 -0.12483 0.151 -0.214 -0.006
C 1.16623 -4.81902 -1.06850 0.127 -0.214 0.198
C 0.45598 -3.70102 -0.68094 -0.090 -0.092 0.928
C -0.12134 -2.75453 -1.67513 -0.119 0.070 0.011
C 0.21535 -3.46285 0.71109 0.383 -1.686 -0.484
N -0.41548 -2.33604 1.04985 -0.182 2.213 1.356
C -1.24841 -2.15250 2.08578 0.699 -0.714 -1.596
O -2.13661 -2.92543 2.42336 -0.134 0.309 1.207
C -0.98750 -0.92125 2.93720 -0.150 -0.097 -0.448
C -1.51726 -0.97289 4.21414 0.063 0.169 0.289
C -1.14459 -0.03421 5.16187 -0.054 -0.181 -0.064
C -0.19903 0.90824 4.81672 0.129 0.103 -0.115
C 0.26357 0.92739 3.51464 0.065 0.077 0.229
N -0.14995 0.06945 2.57227 -0.154 0.338 0.146
C 1.35526 1.89444 3.14476 -0.260 -0.091 0.417
O 1.84356 2.61988 4.00529 0.058 -0.040 -0.209
N 1.74454 1.79707 1.86240 0.279 0.344 0.072
C 2.94924 2.51655 1.55923 -0.113 0.028 -0.052
C 2.88902 3.86881 1.20764 0.012 0.047 -0.090
C 1.57896 4.59904 1.15725 0.010 0.021 -0.002
C 4.07178 4.55824 0.96401 -0.036 -0.040 -0.052
C 5.29707 3.91941 1.04607 -0.006 -0.025 -0.009
C 5.34713 2.59784 1.45630 0.027 -0.039 -0.009
C 4.18613 1.89782 1.77385 0.062 0.036 -0.011
C 4.30768 0.58957 2.50386 0.024 0.087 -0.050
H 1.36115 -4.72616 3.70047 0.002 -0.012 0.029
H -0.33603 -4.24560 3.51851 -0.062 0.054 0.073
H 0.94200 -3.04306 3.36070 -0.017 0.058 0.022
H 1.90042 -6.15214 1.95933 0.005 -0.025 0.033
H 2.22283 -6.58012 -0.44440 -0.011 -0.010 -0.001
H 1.32165 -5.00528 -2.12519 0.012 -0.028 -0.042
H 0.07613 -3.08617 -2.69475 0.000 0.026 -0.027
H 0.28827 -1.75454 -1.53113 -0.093 0.074 -0.113
H -1.19669 -2.64957 -1.52568 -0.123 0.014 -0.047
H -2.19324 -1.78570 4.43279 -0.026 -0.003 -0.070
H -1.55466 -0.07208 6.16304 -0.006 0.013 -0.001
H 0.20385 1.64057 5.50146 0.005 -0.017 0.009
H 0.95312 4.25574 0.33135 -0.014 -0.035 -0.012
H 1.74943 5.66812 1.02676 -0.005 -0.008 -0.013
H 1.02781 4.44347 2.08395 -0.002 -0.003 -0.003
H 4.01961 5.60823 0.70119 0.009 0.003 -0.009
H 6.21166 4.45839 0.83124 -0.006 -0.001 0.008
H 6.30402 2.10596 1.58844 0.009 0.015 0.013
H 5.25056 0.09901 2.26102 -0.019 -0.031 -0.001
H 3.48709 -0.09291 2.29671 -0.020 -0.019 0.077
H 4.30247 0.79663 3.57753 -0.056 -0.052 -0.006
S 1.90300 -0.95635 0.56453 -0.849 0.559 0.117
C 3.24894 -0.46230 -0.43732 0.178 0.008 -0.161
C 4.43111 -1.21089 -0.35548 -0.102 -0.174 0.097
C 5.47806 -0.96033 -1.21891 0.142 0.029 -0.025
C 5.36632 0.01912 -2.20376 -0.065 -0.125 0.181
C 4.20141 0.76135 -2.29378 -0.173 0.125 0.005
C 3.16341 0.55129 -1.39138 -0.056 0.023 -0.066
As 1.45467 1.43275 -1.46637 -0.229 0.353 -0.319
C 1.84748 3.24421 -2.06990 0.090 -0.027 0.088
C 0.84130 4.06059 -2.58261 -0.051 -0.048 -0.022
C 1.13788 5.32885 -3.05538 0.018 0.007 0.014
C 2.44351 5.79938 -3.01918 -0.008 -0.001 -0.004
C 3.44251 5.00163 -2.48754 0.026 -0.002 0.037
C 3.14696 3.73230 -2.00724 -0.011 0.045 0.061
C 0.72805 0.62026 -3.09102 -0.021 -0.118 0.081
C 1.35029 -0.51211 -3.60746 0.011 0.074 -0.017
C 0.84810 -1.13751 -4.74082 0.020 -0.006 -0.007
C -0.29084 -0.65195 -5.36053 0.007 0.016 0.044
C -0.92139 0.47334 -4.84788 0.011 0.007 -0.011
C -0.41398 1.10570 -3.72351 0.000 0.062 -0.006
H 4.50678 -1.99420 0.38892 -0.013 -0.033 -0.026
H 6.38730 -1.54263 -1.13818 -0.024 0.004 0.004
H 6.17772 0.19420 -2.89718 -0.006 -0.010 -0.008
H 4.09389 1.49807 -3.08002 0.002 -0.007 0.021
H -0.18420 3.72319 -2.59526 0.048 0.032 0.007
H 0.34512 5.95224 -3.44898 0.003 -0.009 -0.005
H 2.67700 6.78726 -3.39482 -0.002 -0.001 0.008
H 4.45980 5.36700 -2.42602 -0.003 0.000 -0.005
H 3.93395 3.14638 -1.55561 0.023 0.008 0.023
H 2.22734 -0.92263 -3.12615 -0.021 -0.047 -0.028
H 1.34656 -2.01717 -5.12792 -0.011 0.005 0.014
H -0.69059 -1.14679 -6.23543 0.004 -0.011 -0.006
H -1.80955 0.86411 -5.32872 0.009 0.001 0.017
H -0.90819 1.99561 -3.36250 -0.007 -0.046 -0.035
Cl -3.50328 -4.55756 0.91433 -0.059 -0.271 -0.682
C -3.45160 -5.18675 -0.69892 -0.104 0.015 0.236
C -3.07840 -6.51341 -0.84867 0.009 -0.015 -0.071
C -2.87950 -7.06036 -2.10350 -0.024 0.053 -0.015
C -3.05507 -6.26287 -3.22289 0.012 -0.066 -0.029
C -3.45934 -4.95320 -3.06697 -0.062 0.006 0.128
Cl -3.69902 -3.98685 -4.50130 0.036 0.049 -0.061
C -3.69015 -4.36155 -1.81265 0.038 -0.319 -0.141
N -4.05503 -3.03468 -1.74811 0.184 0.320 0.251
C -4.90446 -2.43650 -0.79115 0.000 -0.099 -0.235
C -5.99052 -3.15605 -0.29531 0.009 -0.010 0.028
C -6.83299 -2.60400 0.64832 0.022 0.013 -0.006
C -6.61606 -1.30386 1.08507 -0.024 -0.002 0.011
C -5.56870 -0.57518 0.55351 0.046 -0.021 -0.043
C -4.69497 -1.11896 -0.38863 -0.124 0.151 0.172
C -3.60823 -0.22409 -0.93976 0.113 -0.131 -0.070
C -2.46392 0.09442 0.03748 -0.576 0.032 0.312
O -2.75229 0.46107 1.16529 0.136 -0.205 0.031
O -1.27704 0.09718 -0.48740 0.916 0.112 -0.040
H -2.91370 -7.09814 0.04589 0.011 0.005 -0.010
H -2.57985 -8.09346 -2.20936 0.022 0.002 -0.004
H -2.89600 -6.64977 -4.21976 0.000 -0.003 0.000
H -3.87957 -2.50736 -2.58636 -0.008 -0.009 0.005
H -6.15170 -4.16626 -0.65084 0.016 0.001 0.006
H -7.66022 -3.18405 1.03613 -0.001 -0.002 0.005
H -7.26507 -0.85789 1.82701 -0.007 0.001 0.005
H -5.39229 0.44050 0.88424 -0.012 0.007 0.013
H -4.08926 0.74797 -1.09191 0.093 0.058 -0.171
H -3.20941 -0.55087 -1.90059 0.023 -0.087 0.090
C -1.03221 5.54956 3.96848 0.011 -0.005 -0.004
C -2.17628 4.59670 3.62047 -0.035 0.000 -0.003
C -1.93194 3.89446 2.32279 0.058 -0.080 -0.011
N -1.06484 2.96360 2.19116 0.106 -0.055 0.053
N -0.95000 2.48375 0.92062 0.344 0.020 0.235
C -1.77144 3.06002 0.08536 0.028 0.045 -0.130
N -1.85702 2.74415 -1.23778 0.020 -0.190 0.160
S -2.72726 4.28718 0.82612 0.021 -0.060 -0.015
H -1.23808 6.06137 4.90817 0.000 -0.006 -0.002
H -0.89759 6.30414 3.19170 0.000 0.002 0.001
H -0.09963 4.99409 4.07453 -0.005 0.004 0.007
H -3.13067 5.12388 3.57951 0.014 0.012 -0.009
H -2.26476 3.82515 4.38705 -0.017 0.002 -0.006
H -1.62800 1.75694 -1.39507 -0.079 0.046 -0.024
H -2.69649 3.05552 -1.70078 -0.006 -0.033 -0.019



23
Properties=species:S:1:pos:R:3:forces:R:3 method="wB97M-V/def2-TZVPD" total_charge=+2 e_lumo_ev=-8.83 relative_energy_kj_mol=142.4 homo_ha=-0.6083 spin_multiplicity=1 max_force_ev_per_a=4.2 total_energy_ha=-513.0666 smiles="[NH2+]=CNC(=[NH2+])C1=C=CC=CC=C1" orbital_gap_ev=7.727
N -3.26668 1.57764 0.11881 0.420 -1.704 1.615
C -2.32135 0.73838 -0.28332 -1.324 1.709 0.114
N -1.88948 -0.26607 0.40371 1.987 -2.547 -2.261
C -0.78699 -1.15087 0.00089 -1.997 1.708 0.571
N -0.85864 -2.43800 0.11235 -2.528 -2.357 -0.232
C 0.34980 -0.54712 -0.39508 2.702 3.028 -1.012
C 0.60077 0.82205 -0.55779 -0.172 0.567 0.780
C 1.36227 1.91179 -0.48351 -1.858 -2.987 -1.057
C 2.33030 1.51808 0.49786 -0.084 2.305 1.254
C 2.99893 0.37216 0.53404 1.917 -1.807 1.128
C 2.76472 -0.83900 -0.22386 1.303 0.641 1.821
C 1.55963 -1.27776 -0.56579 0.143 -1.328 -1.425
H -3.77258 1.31240 1.01642 0.764 1.056 -1.526
H -3.31620 2.52851 -0.23461 -0.368 -0.300 -0.217
H -1.86185 0.79265 -1.22103 0.296 0.848 -1.488
H -2.15034 -0.39178 1.30293 -1.372 -0.597 3.665
H -0.13092 -3.01074 -0.34694 -0.423 0.432 0.735
H -1.79598 -2.93428 0.22047 1.726 0.931 -0.024
H 1.24891 2.87094 -0.91563 0.010 0.708 -0.474
H 2.42236 2.33726 1.22097 0.683 -0.619 0.203
H 3.84052 0.21466 1.29966 -1.325 0.688 -1.172
H 3.59635 -1.55098 -0.15153 -0.338 0.261 -0.683
H 1.55493 -2.23535 -1.04556 -0.163 -0.636 -0.314



25
Properties=species:S:1:pos:R:3:forces:R:3 method="wB97M-V/def2-TZVPD" e_lumo_ev=0.68 relative_energy_kj_mol=88.9 homo_ha=-0.3341 spin_multiplicity=1 max_force_ev_per_a=2.1 total_energy_ha=-480.1732 smiles=CCNC.O.O.O.O orbital_gap_ev=9.774
C 1.90288 -0.33866 -2.93940 -0.924 -0.489 1.214
C 1.55706 -0.01041 -1.42216 -0.963 -0.973 -1.422
N 1.88462 -1.01761 -0.41772 0.141 0.363 -0.035
C 3.19814 -1.62921 -0.59789 -0.269 -0.189 1.317
H 2.42364 0.51300 -3.36249 0.319 -0.489 -0.523
H 0.95637 -0.54894 -3.44513 -0.114 0.874 -0.209
H 2.29456 -1.35115 -3.06498 1.171 0.516 0.134
H 0.48083 0.04601 -1.53272 -0.372 0.187 0.916
H 1.86542 0.97544 -1.10258 0.536 0.150 -0.063
H 1.16061 -1.70975 -0.31400 -0.054 -0.201 -0.356
H 3.90495 -0.82344 -0.79209 0.146 -0.260 -0.262
H 3.49172 -2.10545 0.35170 -0.001 0.237 -0.216
H 3.22112 -2.43149 -1.33278 0.195 0.208 -0.459
O -2.83307 1.73950 0.15832 -1.038 -0.214 -0.813
H -3.17971 1.17367 -0.55892 0.648 0.245 0.361
H -3.68519 2.00240 0.57481 0.371 0.121 -0.102
O 0.45456 -0.45447 2.33988 -0.046 -0.503 0.025
H -0.28414 -1.07660 2.45158 0.375 0.248 -0.177
H 0.81378 -0.61869 1.44935 0.139 0.161 0.195
O -2.02119 0.59252 2.49289 -1.366 -0.633 1.398
H -1.08837 0.66963 2.69940 0.249 0.514 -0.687
H -2.33490 1.07090 1.72298 1.030 0.097 -0.774
O -4.77361 2.06989 1.93033 0.410 -0.474 1.033
H -3.98407 1.84371 2.47983 -0.688 0.252 -0.257
H -5.42603 1.41919 2.23180 0.103 0.252 -0.237



53
Properties=species:S:1:pos:R:3:forces:R:3 method="wB97M-V/def2-TZVPD" e_lumo_ev=-1.61 relative_energy_kj_mol=0.0 homo_ha=-0.1511 spin_multiplicity=1 max_force_ev_per_a=2.4 total_energy_ha=-1711.1627 orbital_gap_ev=2.501
C -2.78361 -2.15886 5.01209 0.516 0.108 0.420
N -1.84152 -1.62615 4.02662 -0.705 0.026 -0.082
C -1.79761 -0.16738 3.96443 0.389 -0.242 0.151
C -2.07304 0.40065 2.62004 -0.486 -0.086 0.122
C -1.17679 0.88591 1.75070 1.742 1.482 -0.796
C 0.31570 0.97490 1.79831 -0.874 -1.010 -0.437
C 0.83253 -0.18447 0.88382 0.483 0.236 0.741
C 1.62356 0.31453 -0.32186 -0.688 -0.232 -0.135
C 0.74376 0.86630 -1.44826 0.062 0.255 -0.011
N -0.54651 0.14622 -1.58255 0.673 0.227 -0.757
C -0.36904 -1.20628 -1.98643 -0.540 -0.959 0.305
N -1.04736 -2.08803 -1.36596 0.255 0.301 -0.221
N 0.52277 -1.51196 -3.09218 -0.401 0.112 0.505
N -1.84574 1.34696 0.63219 0.280 -0.197 1.151
C -3.12160 1.10981 0.79873 -1.068 0.764 -1.571
P -4.22892 1.61491 -0.57654 0.267 0.302 -1.930
N -3.36657 1.89080 -1.85472 0.121 0.128 0.511
N -3.31053 0.54562 1.97336 -0.215 -1.046 1.193
S -4.83633 0.08394 2.58874 -0.352 0.146 0.162
H -3.63941 -1.49795 5.19290 -0.141 -0.134 -0.225
H -2.26322 -2.24820 5.96955 -0.098 -0.064 0.033
H -3.11807 -3.15784 4.74215 -0.041 0.043 -0.120
H -1.97192 -2.03504 3.11300 -0.009 0.023 -0.008
H -2.42957 0.29254 4.72799 -0.249 -0.137 -0.074
H -0.78351 0.15007 4.21756 -0.026 0.191 -0.019
H 0.59786 0.81716 2.83367 0.371 0.206 -0.008
H 0.67231 1.93581 1.43018 -0.051 0.112 0.193
H -0.00894 -0.81461 0.59715 0.094 -0.020 -0.119
H 1.47403 -0.79868 1.51677 0.134 -0.068 -0.172
H 2.27216 1.12661 0.00166 0.465 -0.273 -0.150
H 2.21198 -0.51554 -0.71436 0.286 0.198 0.017
H 1.30876 0.86724 -2.38418 0.074 -0.033 0.081
H 0.49200 1.91822 -1.25318 -0.050 -0.024 0.032
H -1.03022 0.59822 -2.36026 -0.236 0.021 0.165
H -0.83531 -2.99232 -1.78838 -0.145 -0.093 0.154
H -0.03735 -2.03470 -3.76047 0.077 0.154 -0.197
H 1.19589 -2.19368 -2.74855 0.345 0.253 -0.117
H -1.42303 1.77809 -0.18439 -0.181 -0.348 -0.241
H -4.94937 2.77332 -0.21578 -0.268 -0.563 0.709
H -5.10466 0.53933 -0.82985 -0.076 0.086 0.880
H -3.49556 2.84017 -2.18552 0.202 -0.025 -0.115
H -4.85965 -1.21850 2.22751 0.329 0.188 -0.102
C 4.48869 -0.94147 -2.65168 -0.935 0.095 -0.388
C 4.96263 0.48990 -2.29315 1.488 -0.740 -0.356
C 5.28626 1.24905 -3.59852 -0.812 0.137 -0.420
O 6.06820 0.40543 -1.53495 -0.546 0.386 0.575
H 5.26648 -1.49396 -3.18206 0.146 0.107 0.101
H 4.22521 -1.49858 -1.74605 0.161 0.062 0.083
H 3.59246 -0.92006 -3.30132 0.005 -0.066 -0.002
H 4.05383 1.00938 -1.86009 0.025 0.110 0.211
H 6.08572 0.75461 -4.15434 0.074 -0.087 0.175
H 5.59764 2.27263 -3.38109 0.073 -0.059 0.131
H 4.40454 1.30590 -4.26247 0.053 0.046 -0.028